This record from OMol25 describes C41H58MoNO3 as an isolated structure at a distorted geometry. The level of theory is ωB97M-V with the def2-TZVPD basis set.

Results
- Molecular weight: 708.86 g/mol
- Total charge: +1
- 2S+1: 1
- Relative energy (zero: lowest compared OMol25 entry of this formula, charge and spin): 0.0 kcal per mole
- DFT total energy: -52939.5586 eV
- E_HOMO (alpha / beta): -10.18 / -10.18 eV
- HOMO-LUMO gap (alpha / beta): 6.16 / 6.16 eV

CARTESIAN COORDINATES (ANGSTROEM)
Mo 0.245 1.382 0.547
C -2.736 -2.524 -5.297
C -2.218 -2.763 -3.878
C -1.197 -3.909 -3.934
C -3.413 -3.160 -2.995
C -1.559 -1.541 -3.263
C -1.062 -1.653 -1.969
C -0.452 -0.562 -1.381
N 0.172 -0.477 -0.158
C 0.084 -1.475 0.799
C 0.295 -2.828 0.667
C 0.151 -3.657 1.781
C -0.165 -3.079 3.003
C -0.383 -1.712 3.177
C -0.270 -0.907 2.048
O -0.391 0.430 1.968
C -0.719 -1.084 4.522
C -0.688 -2.096 5.666
C 0.293 0.032 4.826
C -2.129 -0.487 4.435
C 0.310 -5.156 1.584
C 1.680 -5.462 0.961
C 0.188 -5.942 2.891
C -0.807 -5.623 0.636
C -0.430 0.705 -2.034
O 0.089 1.634 -1.223
C -0.947 0.839 -3.325
C -1.460 -0.316 -3.916
C -1.048 2.162 -4.070
C -0.104 2.134 -5.280
C -0.673 3.350 -3.180
C -2.495 2.376 -4.543
H -3.201 -3.439 -5.659
H -1.926 -2.264 -5.974
H -3.491 -1.741 -5.315
H -1.648 -4.785 -4.393
H -0.850 -4.185 -2.942
H -0.334 -3.611 -4.526
H -3.924 -4.014 -3.432
H -4.121 -2.336 -2.929
H -3.103 -3.429 -1.989
H -1.165 -2.568 -1.409
H 0.621 -3.212 -0.287
H -0.236 -3.717 3.864
H 0.306 -2.521 5.784
H -1.405 -2.896 5.502
H -0.955 -1.594 6.594
H 1.311 -0.350 4.755
H 0.140 0.409 5.834
H 0.168 0.862 4.132
H -2.860 -1.274 4.262
H -2.190 0.231 3.619
H -2.377 0.022 5.364
H 2.477 -5.090 1.600
H 1.788 -5.004 -0.018
H 1.801 -6.538 0.845
H 0.947 -5.634 3.605
H 0.325 -7.001 2.686
H -0.796 -5.816 3.334
H -0.706 -5.172 -0.348
H -1.781 -5.357 1.041
H -0.771 -6.703 0.518
H -1.837 -0.234 -4.921
H 0.930 2.035 -4.954
H -0.202 3.057 -5.846
H -0.335 1.302 -5.940
H 0.369 3.292 -2.876
H -1.302 3.375 -2.287
H -0.820 4.279 -3.727
H -2.785 1.654 -5.300
H -2.590 3.369 -4.976
H -3.186 2.293 -3.706
C -1.107 5.462 0.563
O -0.383 4.230 0.464
C -0.766 3.131 1.047
C -2.043 3.164 1.822
H -1.214 5.769 1.606
H -2.094 5.372 0.107
H -0.517 6.200 0.025
H -1.964 3.854 2.664
H -2.289 2.175 2.206
H -2.868 3.512 1.191
C 4.072 1.258 1.216
C 3.154 2.406 1.713
C 3.593 2.800 3.137
C 1.779 1.820 1.754
C 3.302 3.543 0.717
C 4.182 4.601 0.918
C 4.336 5.588 -0.043
C 3.623 5.532 -1.228
C 2.760 4.470 -1.447
C 2.604 3.490 -0.483
H 4.044 0.423 1.912
H 5.096 1.614 1.132
H 3.742 0.910 0.238
H 3.362 1.992 3.832
H 3.071 3.698 3.465
H 4.664 2.975 3.186
H 1.698 1.298 2.712
H 4.766 4.660 1.822
H 5.025 6.402 0.134
H 3.749 6.297 -1.981
H 2.221 4.397 -2.380
H 1.955 2.628 -0.671

Results of the Mulliken charge analysis, in e, for atoms 1 through 4:
1. Mo -0.3072
2. C -2.3352
3. C 2.1857
4. C -1.3372



This record from OMol25 describes a single C9H11NO4 molecule at a distorted geometry. The level of theory is ωB97M-V with the def2-TZVPD basis set.

Results
- SMILES string: O=C1O/C2=C(\[N+](=O)[O-])CCC[C@H]1CC2
- Molecular weight: 197.19 g/mol
- Total charge: 0
- 2S+1: 1
- Relative energy (zero: lowest compared OMol25 entry of this formula, charge and spin): 143.4 kcal per mole
- DFT total energy: -19186.1102 eV
- E_HOMO: -10.07 eV
- HOMO-LUMO gap: 9.46 eV

CARTESIAN COORDINATES (ANGSTROEM)
O -1.441 2.907 0.935
C -0.925 1.968 0.407
O -1.574 1.439 -0.626
C -0.903 0.375 -1.150
C -1.095 -0.878 -0.663
N -2.358 -1.128 -0.038
O -3.324 -0.558 -0.501
O -2.408 -1.860 0.932
C -0.097 -1.946 -0.223
C 1.020 -1.273 0.584
C 0.607 -0.059 1.442
C 0.434 1.324 0.748
C 1.288 1.311 -0.593
C 0.532 0.531 -1.672
H 0.175 -2.550 -1.076
H -0.575 -2.491 0.457
H 1.939 -1.038 0.047
H 1.484 -1.916 1.212
H -0.381 -0.161 1.956
H 1.353 -0.043 2.213
H 0.740 2.101 1.537
H 2.313 0.862 -0.526
H 1.617 2.350 -0.981
H 1.030 -0.400 -1.851
H 0.549 1.134 -2.570

Results of the Mulliken charge analysis, in e, for atoms 1 through 4:
1. O -0.5866
2. C 0.2841
3. O -0.3881
4. C 0.9239



This record from OMol25 describes C24H43ClP2Ru as an isolated structure at a distorted geometry. The level of theory is ωB97M-V with the def2-TZVPD basis set.

Results
- Molecular weight: 530.08 g/mol
- Total charge: +1
- 2S+1: 6
- Relative energy (zero: lowest compared OMol25 entry of this formula, charge and spin): 22.7 kcal per mole
- DFT total energy: -59254.8020 eV
- E_HOMO (alpha / beta): -8.38 / -10.95 eV
- Expectation value of S²: 8.789
- HOMO-LUMO gap (alpha / beta): 5.77 / 5.87 eV

CARTESIAN COORDINATES (ANGSTROEM)
Ru -1.160 2.089 -1.775
C 0.897 0.317 -0.450
C 1.330 1.471 -1.143
C -0.196 2.109 0.513
C -0.021 0.704 0.565
C 0.601 2.628 -0.617
C 1.431 -1.056 -0.595
H 2.111 -1.117 -1.448
H 0.637 -1.801 -0.735
H 1.999 -1.351 0.298
C -0.559 -0.163 1.632
H -0.902 -1.127 1.237
H -1.393 0.325 2.154
H 0.210 -0.376 2.387
C -0.753 3.004 1.552
H 0.061 3.610 1.986
H -1.214 2.429 2.362
H -1.505 3.709 1.160
C 1.053 4.043 -0.727
H 1.556 4.369 0.197
H 0.191 4.705 -0.877
H 1.750 4.177 -1.564
C 2.466 1.543 -2.083
H 3.415 1.364 -1.550
H 2.548 2.534 -2.547
H 2.392 0.788 -2.879
C -0.865 -4.186 -1.714
C 0.407 -4.050 -2.114
C 1.018 -3.965 -3.478
C 0.150 -4.213 -4.750
C -0.821 -3.116 -5.042
C -1.457 -2.382 -4.105
C -2.537 -2.982 -3.269
C -2.113 -4.293 -2.539
H 1.846 -4.693 -3.533
H -0.337 -5.195 -4.659
H 1.473 -2.965 -3.593
H -2.073 -5.094 -3.291
H -1.062 -4.272 -0.638
H 1.169 -4.017 -1.327
H -2.936 -4.541 -1.849
H -2.918 -2.253 -2.540
H -1.280 -1.310 -3.960
H -3.386 -3.245 -3.931
H 0.821 -4.271 -5.635
H -0.975 -2.961 -6.127
P -1.951 1.365 -3.678
C -3.356 0.321 -4.151
C -0.398 1.035 -4.589
P -1.589 3.935 -2.856
C -2.537 3.058 -4.190
C -0.177 4.527 -3.834
C -2.530 5.414 -2.388
H -3.990 0.151 -3.268
H -3.048 -0.656 -4.545
H -3.926 0.861 -4.925
H -0.329 1.667 -5.484
H -0.390 -0.019 -4.888
H 0.483 1.212 -3.937
H -3.259 5.638 -3.183
H -1.816 6.246 -2.295
H -3.051 5.235 -1.434
H -3.613 3.185 -4.032
H -2.248 3.371 -5.206
H 0.034 5.560 -3.522
H -0.484 4.514 -4.888
H 0.701 3.883 -3.689
Cl -3.267 0.092 -0.576
C -2.944 1.840 -0.781
H -3.757 2.272 -1.372
H -2.917 2.268 0.230

Results of the Mulliken charge analysis, in e, for atoms 1 through 4:
1. Ru -0.4285
2. C 1.2919
3. C 0.2683
4. C 0.0255



This record from OMol25 describes C51H48N4O2P2Zr as an isolated structure at a distorted geometry. The level of theory is ωB97M-V with the def2-TZVPD basis set.

Results
- Molecular weight: 902.14 g/mol
- Total charge: 0
- 2S+1: 1
- Relative energy (zero: lowest compared OMol25 entry of this formula, charge and spin): 32.7 kcal per mole
- DFT total energy: -83580.4552 eV
- E_HOMO: -7.46 eV
- HOMO-LUMO gap: 6.73 eV

CARTESIAN COORDINATES (ANGSTROEM)
Zr -0.763 0.228 -0.895
O -1.338 1.457 0.597
C -1.939 2.619 0.608
C -2.482 3.098 1.820
C -3.140 4.301 1.900
C -3.278 5.110 0.774
C -2.733 4.696 -0.416
C -2.054 3.472 -0.538
C -1.362 3.197 -1.763
N -0.692 2.112 -1.953
N 0.172 2.054 -3.018
C 1.057 1.095 -2.850
O 1.023 0.286 -1.847
C 2.173 1.028 -3.806
C 3.301 0.266 -3.506
C 4.357 0.202 -4.397
C 4.296 0.895 -5.596
C 3.181 1.664 -5.894
C 2.127 1.735 -5.004
H -2.349 2.489 2.703
H -3.550 4.626 2.846
H -3.796 6.056 0.846
H -2.815 5.332 -1.286
H -1.327 3.981 -2.523
H 3.322 -0.273 -2.570
H 5.227 -0.398 -4.175
H 5.119 0.833 -6.295
H 3.138 2.208 -6.827
H 1.253 2.325 -5.220
C 1.511 -2.398 0.934
N 0.943 -1.252 1.673
P 1.823 0.116 0.951
C 3.309 0.009 2.049
C 4.337 0.914 1.798
C 5.474 0.931 2.586
C 5.599 0.044 3.643
C 4.588 -0.866 3.896
C 3.452 -0.884 3.105
C 1.212 1.660 1.749
C 1.072 1.871 3.114
C 0.723 3.122 3.593
C 0.571 4.188 2.723
C 0.759 4.002 1.362
C 1.077 2.743 0.879
P -0.792 -1.133 1.512
C -1.192 -0.525 3.189
C -0.356 -0.688 4.285
C -0.754 -0.241 5.531
C -1.998 0.344 5.696
C -2.852 0.472 4.614
C -2.449 0.040 3.362
C -1.319 -2.858 1.888
C -2.379 -3.368 1.147
C -2.895 -4.620 1.436
C -2.353 -5.371 2.465
C -1.293 -4.870 3.203
C -0.785 -3.615 2.924
H 2.565 -2.491 1.203
H 1.452 -2.260 -0.152
H 1.001 -3.321 1.211
H 4.244 1.612 0.977
H 6.265 1.637 2.380
H 6.483 0.057 4.262
H 4.679 -1.565 4.716
H 2.676 -1.605 3.312
H 1.236 1.058 3.801
H 0.585 3.268 4.654
H 0.320 5.168 3.104
H 0.645 4.836 0.683
H 1.233 2.596 -0.189
H 0.618 -1.134 4.154
H -0.089 -0.344 6.376
H -2.298 0.702 6.670
H -3.825 0.925 4.746
H -3.094 0.163 2.500
H -2.794 -2.774 0.341
H -3.721 -5.008 0.858
H -2.762 -6.343 2.694
H -0.863 -5.460 3.998
H 0.026 -3.221 3.515
C -4.245 -1.528 -2.820
C -3.689 -0.099 -2.728
C -4.874 0.854 -2.943
C -3.002 0.209 -1.375
H -4.754 -1.675 -3.774
H -4.975 -1.694 -2.025
H -3.481 -2.299 -2.737
H -2.974 0.059 -3.554
H -5.607 0.709 -2.151
H -5.360 0.661 -3.897
H -4.554 1.895 -2.927
H -3.452 -0.453 -0.605
H -3.325 1.228 -1.100
C -0.790 -2.009 -1.691
C 0.279 -2.348 -2.595
C 1.245 -3.329 -2.287
C 2.341 -3.532 -3.085
C 2.501 -2.791 -4.259
C 1.488 -1.903 -4.649
C 0.402 -1.692 -3.841
C 3.664 -2.937 -5.029
N 4.633 -3.062 -5.637
H -0.914 -2.783 -0.925
H -1.717 -1.860 -2.250
H 1.110 -3.944 -1.406
H 3.086 -4.266 -2.815
H 1.595 -1.380 -5.588
H -0.372 -0.986 -4.139

Results of the Mulliken charge analysis, in e, for atoms 1 through 4:
1. Zr -1.4527
2. O 1.3792
3. C 0.5373
4. C -0.9179



This record from OMol25 describes an isolated ion of composition C6H9N3 and charge +2 at a distorted geometry. The level of theory is ωB97M-V with the def2-TZVPD basis set.

Results
- Molecular weight: 123.16 g/mol
- Total charge: +2
- 2S+1: 1
- Relative energy (zero: lowest compared OMol25 entry of this formula, charge and spin): 51.0 kcal per mole
- DFT total energy: -10815.3507 eV
- E_HOMO: -20.21 eV
- HOMO-LUMO gap: 9.27 eV

CARTESIAN COORDINATES (ANGSTROEM)
C 2.366 -0.733 -0.380
C 0.831 0.717 -0.396
C -1.335 -0.811 0.330
C 0.091 -1.345 0.731
C -1.240 0.596 0.081
C -2.266 1.595 -0.072
N 1.840 1.381 -0.828
N 2.867 0.426 -0.735
N 1.067 -0.566 -0.088
H 2.963 -1.564 -0.335
H -2.148 -0.950 1.085
H -1.738 -1.271 -0.588
H 0.301 -1.170 1.797
H 0.170 -2.392 0.476
H -3.202 1.103 -0.097
H -1.993 2.410 -0.659
H -2.264 1.946 0.925
H 3.690 0.628 -1.246

Results of the Mulliken charge analysis, in e, for atoms 1 through 4:
1. C -0.0852
2. C 0.2891
3. C -0.4716
4. C -0.5810



This record from OMol25 describes a 3-piece molecular cluster, C37H62N4O9PS2 overall at a distorted geometry. The level of theory is ωB97M-V with the def2-TZVPD basis set.

Results
- Molecular weight: 802.03 g/mol
- Total charge: +1
- 2S+1: 1
- DFT total energy: -94703.5825 eV
- E_HOMO: -10.27 eV
- HOMO-LUMO gap: 7.42 eV

CARTESIAN COORDINATES (ANGSTROEM)
C -5.022 -1.355 3.149
C -4.803 0.233 2.970
C -3.762 0.850 4.065
C -2.283 0.409 3.524
O -1.272 1.435 3.703
C -1.035 2.212 2.512
N -2.226 2.410 1.640
C -0.634 3.706 3.062
C 0.047 4.645 1.946
C 1.307 3.823 1.353
P 2.439 4.878 0.259
N 3.669 3.876 -0.564
O 1.534 5.576 -1.065
N 0.878 2.496 0.737
C 0.090 2.631 -0.538
C 0.883 2.242 -1.876
C -0.250 2.108 -3.044
C 0.366 2.050 -4.524
O 1.105 3.257 -4.828
C 0.261 1.615 1.785
C 0.076 0.117 1.190
C 0.497 -0.976 2.310
C 1.886 -1.720 2.011
S 1.917 -3.291 3.063
C 2.640 -4.671 2.076
S 3.958 -5.492 2.751
N 2.183 -5.141 0.748
C 2.632 -4.291 -0.363
C 1.754 -3.433 -1.301
C 2.392 -2.529 -2.426
C 3.950 -2.480 -2.622
C 4.855 -3.361 -1.711
C 4.188 -4.229 -0.618
C 0.752 -5.487 0.697
C -0.450 -4.557 0.975
C -1.939 -5.035 0.934
C -2.294 -6.511 0.637
C -1.087 -7.480 0.335
C 0.406 -6.989 0.367
H -5.292 -1.528 4.255
H -5.923 -1.760 2.550
H -4.101 -1.979 2.892
H -5.838 0.721 3.019
H -4.432 0.386 1.887
H -3.983 0.306 5.043
H -3.882 1.985 4.109
H -2.341 -0.042 2.477
H -1.975 -0.465 4.221
H -2.093 3.208 0.983
H -2.962 2.774 2.285
H 0.124 3.565 3.928
H -1.557 4.210 3.504
H -0.689 4.939 1.122
H 0.481 5.617 2.397
H 1.941 3.527 2.278
H 3.336 2.915 -0.735
H 3.745 4.300 -1.514
H 2.086 6.346 -1.326
H 1.775 2.030 0.469
H -0.247 3.733 -0.653
H -0.891 2.025 -0.550
H 1.318 1.171 -1.771
H 1.657 3.008 -2.215
H -0.935 1.211 -2.843
H -0.925 3.045 -2.942
H 0.952 1.078 -4.657
H -0.536 1.997 -5.247
H 2.035 3.065 -4.577
H 1.067 1.502 2.612
H 0.829 0.020 0.328
H -0.978 -0.101 0.814
H 0.592 -0.459 3.343
H -0.402 -1.696 2.437
H 2.725 -1.062 2.465
H 2.087 -1.948 0.912
H 0.622 -3.437 -1.195
H 1.712 -1.877 -3.085
H 4.368 -1.788 -3.430
H 6.002 -3.365 -1.795
H 4.894 -4.858 0.037
H -0.258 -3.463 1.220
H -2.762 -4.282 1.161
H -3.387 -6.867 0.639
H -1.348 -8.577 0.103
H 1.206 -7.777 0.161
C 3.543 -6.161 -3.269
C 4.069 -5.492 -4.526
O 4.313 -6.449 -5.563
C 3.221 -6.932 -6.178
O 2.076 -6.631 -5.938
O 3.622 -7.833 -7.092
C 2.547 -8.507 -7.745
H 4.224 -6.953 -2.942
H 3.436 -5.434 -2.461
H 2.571 -6.628 -3.440
H 5.029 -5.017 -4.305
H 3.393 -4.707 -4.878
H 1.849 -7.798 -8.194
H 2.032 -9.159 -7.036
H 2.971 -9.124 -8.538
C -1.863 9.344 2.083
C -2.235 8.163 1.204
O -3.011 7.201 1.929
C -4.293 7.539 2.160
O -4.832 8.560 1.814
O -4.863 6.551 2.872
C -6.201 6.834 3.283
H -1.353 9.003 2.989
H -1.206 10.032 1.546
H -2.747 9.897 2.405
H -1.321 7.653 0.885
H -2.761 8.482 0.301
H -6.829 7.097 2.430
H -6.200 7.638 4.023
H -6.607 5.935 3.748

Results of the Mulliken charge analysis, in e, for atoms 1 through 4:
1. C -0.9328
2. C -0.3863
3. C -0.4951
4. C 0.0056



This record from OMol25 describes an isolated ion of composition C6H5N2O and charge +1 at a distorted geometry. The level of theory is ωB97M-V with the def2-TZVPD basis set.

Results
- Molecular weight: 121.12 g/mol
- Total charge: +1
- 2S+1: 1
- Relative energy (zero: lowest compared OMol25 entry of this formula, charge and spin): 141.0 kcal per mole
- DFT total energy: -11316.0090 eV
- E_HOMO: -13.64 eV
- HOMO-LUMO gap: 7.33 eV

CARTESIAN COORDINATES (ANGSTROEM)
C -1.139 -1.763 0.459
C -0.925 -0.552 1.213
C -0.442 -1.600 -0.670
C 1.308 2.293 -0.255
C 0.929 0.270 -1.520
C 0.576 1.894 0.827
N -0.101 0.267 0.586
N 0.174 -0.358 -0.653
O 0.090 2.389 1.814
H -1.808 -2.546 0.762
H -1.352 -0.224 2.168
H -0.531 -2.331 -1.555
H 2.219 2.598 -0.663
H 1.002 -0.336 -2.512

Results of the Mulliken charge analysis, in e, for atoms 1 through 4:
1. C -0.7046
2. C 0.1817
3. C -0.0940
4. C -0.6238



This record from OMol25 describes a 2-piece molecular cluster, C17H19N overall at a distorted geometry. The level of theory is ωB97M-V with the def2-TZVPD basis set.

Results
- SMILES string: Cc1c[nH]c2ccccc12.CCc1ccccc1
- Molecular weight: 237.35 g/mol
- Total charge: 0
- 2S+1: 1
- Relative energy (zero: lowest compared OMol25 entry of this formula, charge and spin): 47.7 kcal per mole
- DFT total energy: -19425.8357 eV
- E_HOMO: -7.89 eV
- HOMO-LUMO gap: 8.69 eV

CARTESIAN COORDINATES (ANGSTROEM)
C -3.893 0.442 0.042
C -3.076 -0.615 0.717
C -2.750 -1.905 0.497
N -1.673 -2.301 1.292
C -1.340 -1.258 2.154
C -0.489 -1.262 3.218
C -0.570 -0.183 4.092
C -1.520 0.842 3.871
C -2.344 0.789 2.755
C -2.273 -0.230 1.840
H -3.229 1.278 -0.158
H -4.870 0.649 0.472
H -4.104 0.157 -1.002
H -3.134 -2.636 -0.182
H -1.415 -3.253 1.440
H 0.069 -2.091 3.566
H 0.038 -0.161 4.959
H -1.581 1.607 4.651
H -3.221 1.552 2.845
C 2.918 2.440 -0.394
C 1.699 1.602 -0.962
C 2.159 0.577 -1.932
C 2.444 -0.772 -1.569
C 2.476 -1.778 -2.492
C 2.185 -1.555 -3.842
C 1.998 -0.254 -4.258
C 1.962 0.834 -3.297
H 2.724 3.504 -0.533
H 3.899 2.107 -0.731
H 2.905 2.260 0.670
H 1.143 1.221 -0.100
H 0.971 2.239 -1.462
H 2.745 -0.797 -0.517
H 2.928 -2.708 -2.198
H 2.409 -2.354 -4.563
H 1.732 0.183 -5.211
H 2.079 1.831 -3.679

Results of the Mulliken charge analysis, in e, for atoms 1 through 4:
1. C -1.3271
2. C 0.2859
3. C -0.7074
4. N -0.0485